The following is a quantum chemistry calculation of C18H44Cl4HfO5 as an isolated structure in a non-equilibrium geometry, from the Open Molecules 2025 dataset.

Calculated values
E_tot = -80989.436 eV
Highest occupied orbital energy = -13.330 eV
LUMO energy = -0.397 hartree
Gap between HOMO and LUMO = 0.09257 Eh

Structure (ORCA input):
```
! RIJCOSX wB97M-V def2-TZVPD def2/J DEFGRID3
* xyz 2 1
Hf -1.183 -1.781 -3.008
C 0.012 -0.155 0.495
C 0.841 0.183 -0.676
O 0.356 -0.407 -1.836
H -1.004 0.221 0.378
H 0.497 0.210 1.400
H 0.047 -1.235 0.643
H 1.835 -0.243 -0.544
H 0.990 1.261 -0.740
C -3.998 -0.377 0.340
C -4.239 -0.672 -1.119
O -3.091 -0.827 -1.869
H -3.425 0.548 0.400
H -3.514 -1.165 0.917
H -4.895 -0.382 0.958
H -4.772 0.194 -1.513
H -4.892 -1.534 -1.258
C -1.124 -0.216 3.703
Cl -1.601 -1.845 3.102
Cl 0.618 -0.183 4.141
H -1.289 0.461 2.865
H -1.736 -0.033 4.585
C 1.163 4.333 -1.470
Cl 1.733 6.037 -1.705
Cl 0.732 3.500 -2.981
H 1.961 3.797 -0.955
H 0.291 4.326 -0.816
C -2.485 -4.503 -0.408
C -1.358 -3.515 -0.061
O -0.669 -3.289 -1.313
C 0.436 -4.209 -1.540
C 1.707 -3.529 -1.206
H -3.332 -3.943 -0.804
H -2.223 -5.357 -1.033
H -2.892 -4.889 0.527
H -1.779 -2.613 0.383
H -0.785 -3.951 0.757
H 0.234 -5.107 -0.956
H 0.433 -4.611 -2.553
H 1.617 -3.061 -0.225
H 1.941 -2.729 -1.909
H 2.541 -4.225 -1.112
C 5.720 -4.545 2.211
C 5.175 -3.279 1.426
O 4.958 -2.196 2.352
C 4.499 -1.014 1.726
C 4.118 -0.100 2.890
H 5.038 -5.004 2.927
H 6.002 -5.392 1.584
H 6.664 -4.239 2.660
H 5.987 -2.952 0.776
H 4.260 -3.430 0.854
H 5.249 -0.610 1.046
H 3.564 -1.231 1.210
H 3.153 0.393 2.769
H 4.919 0.636 2.954
H 4.027 -0.570 3.870
C -3.150 3.432 -0.091
C -2.869 4.912 -0.433
O -2.484 5.086 -1.775
C -2.216 6.416 -2.138
C -1.630 6.372 -3.568
H -3.841 2.930 -0.769
H -2.245 2.825 -0.100
H -3.582 3.355 0.907
H -3.768 5.486 -0.211
H -2.059 5.282 0.196
H -3.168 6.946 -2.144
H -1.544 6.864 -1.406
H -2.139 5.645 -4.202
H -0.569 6.123 -3.540
H -1.768 7.378 -3.965
*
```



The following is a quantum chemistry calculation of C18H44ClF5OP2PtTe as an isolated structure in a non-equilibrium geometry, from the Open Molecules 2025 dataset.

Calculated values
E_tot = -76650.803 eV
Highest occupied orbital energy (alpha / beta) = -4.373 / -9.252 eV
LUMO energy (alpha / beta) = 0.013 / -0.192 hartree
Expectation value of S² = 6.0192
Gap between HOMO and LUMO (alpha / beta) = 0.17398 / 0.14767 Eh

Structure (ORCA input):
```
! RIJCOSX wB97M-V def2-TZVPD def2/J DEFGRID3
* xyz 0 5
Pt -0.096 -0.426 0.256
P -0.351 -2.532 -0.344
C 0.683 -3.246 -1.728
C -0.010 -3.653 1.142
C -2.109 -2.819 -0.927
C 2.059 -2.583 -1.877
H 0.088 -2.980 -2.618
C 0.809 -4.769 -1.656
H 1.549 -5.073 -0.908
H 1.152 -5.141 -2.629
H -0.134 -5.276 -1.435
H 1.977 -1.590 -2.331
H 2.694 -3.191 -2.533
H 2.576 -2.470 -0.916
H -2.121 -2.292 -1.896
C -3.085 -2.088 -0.003
C -2.500 -4.268 -1.199
H -1.992 -4.655 -2.087
H -3.577 -4.319 -1.400
H -2.290 -4.932 -0.350
H -2.571 -1.336 0.620
H -3.628 -2.761 0.671
H -3.833 -1.529 -0.578
C 1.416 -3.470 1.676
H -0.106 -4.697 0.798
C -1.028 -3.428 2.261
H 2.192 -3.761 0.962
H 1.547 -4.064 2.591
H 1.582 -2.421 1.959
H -1.124 -2.366 2.524
H -0.703 -3.945 3.173
H -2.026 -3.801 2.013
Cl 0.848 -0.231 2.443
H 1.235 -0.336 -0.624
H -0.687 -0.660 -1.233
P 0.225 2.792 -0.068
C -0.909 3.453 -1.348
C 0.398 3.804 1.451
C 1.855 2.676 -0.893
C -2.269 2.737 -1.394
H -0.399 3.226 -2.301
C -1.063 4.960 -1.215
H -1.677 5.221 -0.341
H -1.565 5.341 -2.115
H -0.098 5.475 -1.133
H -2.169 1.727 -1.809
H -2.953 3.301 -2.041
H -2.732 2.643 -0.402
H 1.611 2.127 -1.815
C 2.953 1.885 -0.164
C 2.323 4.092 -1.271
H 1.702 4.528 -2.066
H 3.353 4.050 -1.648
H 2.315 4.762 -0.395
H 2.556 1.159 0.559
H 3.668 2.548 0.343
H 3.532 1.322 -0.910
C -0.892 3.736 2.260
H 0.580 4.855 1.173
C 1.537 3.280 2.316
H -1.774 4.072 1.706
H -0.807 4.378 3.146
H -1.075 2.709 2.609
H 1.407 2.194 2.464
H 1.486 3.758 3.302
H 2.523 3.470 1.884
F -4.809 0.708 4.056
Te -3.366 0.632 2.843
F -4.711 -0.145 1.613
F -3.097 -1.215 3.534
F -3.998 2.421 2.248
F -2.363 1.370 4.373
O -0.463 1.517 0.458
*
```



The following is a quantum chemistry calculation of a 2-piece molecular cluster, C18H44FN4O4PS overall in a non-equilibrium geometry, from the Open Molecules 2025 dataset.

Calculated values
E_tot = -56359.845 eV
SMILES = COCCCCCCCN(CC(C)C)S(=O)(=O)F.CN(C)P(=O)(N(C)C)N(C)C
Highest occupied orbital energy = -7.955 eV
LUMO energy = -0.036 hartree
Gap between HOMO and LUMO = 0.25586 Eh

Structure (ORCA input):
```
! RIJCOSX wB97M-V def2-TZVPD def2/J DEFGRID3
* xyz 0 1
C 3.340 -5.052 0.884
O 3.701 -3.658 0.534
C 3.308 -2.714 1.592
C 2.064 -1.694 1.136
C 1.053 -2.374 0.036
C -0.103 -1.331 -0.544
C -1.574 -2.095 -0.640
C -2.369 -1.753 0.791
C -3.964 -2.125 0.705
N -4.621 -2.443 2.031
C -6.133 -2.383 1.967
C -6.816 -3.325 0.809
C -6.087 -4.795 0.611
C -7.060 -2.524 -0.637
S -4.089 -1.278 3.255
O -2.769 -1.742 3.986
O -5.141 -1.116 4.421
F -3.929 0.334 2.595
H 2.553 -5.145 1.746
H 2.814 -5.511 -0.084
H 4.275 -5.727 1.141
H 3.075 -3.213 2.633
H 4.250 -2.005 1.769
H 1.510 -1.390 2.146
H 2.611 -0.739 0.690
H 0.512 -3.273 0.555
H 1.678 -2.756 -0.878
H 0.214 -0.853 -1.590
H -0.105 -0.419 0.216
H -1.492 -3.251 -0.818
H -2.129 -1.601 -1.553
H -2.173 -0.588 0.961
H -1.776 -2.302 1.639
H -4.583 -1.216 0.240
H -4.069 -2.997 -0.103
H -6.614 -2.735 3.001
H -6.409 -1.238 1.785
H -7.918 -3.571 1.197
H -6.954 -5.530 0.249
H -5.264 -4.817 -0.221
H -5.736 -5.221 1.654
H -7.209 -1.363 -0.427
H -7.954 -2.992 -1.243
H -6.055 -2.590 -1.278
C 3.028 3.079 0.662
N 3.597 2.692 -0.616
C 4.674 1.719 -0.479
P 3.502 3.492 -2.119
O 3.006 2.200 -2.813
N 1.951 4.251 -2.241
C 1.164 4.758 -1.127
C 1.019 3.726 -3.250
N 4.072 4.978 -1.322
C 4.187 6.062 -2.333
C 5.403 4.932 -0.686
H 3.291 4.097 0.961
H 3.355 2.433 1.485
H 1.942 2.986 0.652
H 5.652 2.200 -0.380
H 4.716 1.056 -1.345
H 4.541 1.057 0.390
H 0.609 3.959 -0.627
H 0.424 5.488 -1.481
H 1.762 5.299 -0.391
H 0.559 2.789 -2.917
H 1.526 3.555 -4.206
H 0.213 4.439 -3.466
H 4.933 5.802 -3.095
H 4.478 7.009 -1.866
H 3.243 6.254 -2.849
H 6.164 4.550 -1.374
H 5.416 4.322 0.220
H 5.709 5.930 -0.347
*
```



The following is a quantum chemistry calculation of a 3-piece molecular cluster, C18H44IO13P3 overall in a non-equilibrium geometry, from the Open Molecules 2025 dataset.

Calculated values
E_tot = -81958.141 eV
SMILES = O=[P@@](O)(OCCCO)OCCCI.CCOP(=O)(OCC)OCC.CCOP(=O)(OCC)OCC
Highest occupied orbital energy = -9.600 eV
LUMO energy = -0.076 hartree
Gap between HOMO and LUMO = 0.27711 Eh

Structure (ORCA input):
```
! RIJCOSX wB97M-V def2-TZVPD def2/J DEFGRID3
* xyz 0 1
O 1.089 1.777 -2.761
P 1.149 2.951 -1.658
O 1.179 4.454 -2.538
O -0.378 2.787 -0.764
C -0.537 1.323 -0.485
C -1.571 1.098 0.809
C -1.599 -0.551 1.079
O -0.402 -1.023 1.814
O 2.430 2.749 -0.496
C 3.739 3.167 -1.027
C 4.237 2.319 -2.355
C 5.836 1.869 -2.183
I 7.220 3.568 -2.090
H 1.362 4.196 -3.510
H -1.057 0.815 -1.422
H 0.476 0.791 -0.233
H -1.203 1.695 1.760
H -2.643 1.455 0.436
H -2.617 -0.901 1.570
H -1.555 -1.031 -0.007
H 0.166 -1.455 1.085
H 3.846 4.317 -1.225
H 4.534 2.912 -0.174
H 4.139 3.009 -3.303
H 3.641 1.300 -2.447
H 6.098 1.199 -3.128
H 5.875 1.153 -1.255
C 0.382 -0.894 4.911
C -1.046 -0.383 4.865
O -1.525 -0.090 6.165
P -0.988 1.302 6.881
O -1.954 2.210 6.080
O -1.972 1.298 8.224
C -2.724 2.451 8.573
C -4.170 2.271 8.139
O 0.090 0.288 7.776
C -0.288 -0.524 8.883
C -1.286 -1.623 8.563
H 1.064 -0.109 5.253
H 0.708 -1.224 3.921
H 0.474 -1.730 5.612
H -1.122 0.501 4.225
H -1.696 -1.156 4.445
H -2.283 3.359 8.145
H -2.683 2.560 9.659
H -4.250 2.006 7.080
H -4.747 3.183 8.315
H -4.634 1.450 8.698
H -0.628 0.100 9.715
H 0.636 -1.002 9.229
H -2.273 -1.219 8.322
H -1.404 -2.291 9.424
H -0.953 -2.218 7.705
C 1.800 -4.316 -7.669
C 1.480 -2.894 -8.090
O 0.446 -2.346 -7.292
P 0.839 -1.865 -5.758
O 1.484 -0.538 -6.226
O -0.593 -1.122 -5.346
C -0.596 0.193 -4.811
C -0.980 1.187 -5.895
O 0.118 -3.348 -5.234
C -1.283 -3.588 -5.153
C -2.023 -3.528 -6.478
H 2.230 -4.336 -6.663
H 2.516 -4.773 -8.357
H 0.893 -4.929 -7.644
H 2.373 -2.263 -8.039
H 1.128 -2.891 -9.126
H 0.370 0.442 -4.358
H -1.339 0.226 -4.010
H -0.353 1.084 -6.786
H -0.901 2.214 -5.529
H -2.011 1.010 -6.222
H -1.739 -2.930 -4.406
H -1.388 -4.604 -4.757
H -2.061 -2.512 -6.878
H -3.056 -3.872 -6.351
H -1.536 -4.161 -7.228
*
```



The following is a quantum chemistry calculation of C18H44Li2N2O4 as an isolated structure in a non-equilibrium geometry, from the Open Molecules 2025 dataset.

Calculated values
E_tot = -30953.855 eV
Highest occupied orbital energy (alpha / beta) = -11.876 / -11.874 eV
LUMO energy (alpha / beta) = -0.102 / -0.293 hartree
Expectation value of S² = 0.7616
Gap between HOMO and LUMO (alpha / beta) = 0.33446 / 0.14321 Eh

Structure (ORCA input):
```
! RIJCOSX wB97M-V def2-TZVPD def2/J DEFGRID3
* xyz 1 2
Li -0.127 1.335 1.319
Li 0.211 -1.251 1.170
O -0.324 0.030 -0.105
H -0.818 0.465 -0.827
O 0.682 -0.008 2.589
H 1.097 -0.033 3.473
C 2.006 4.889 2.257
C 1.140 3.579 2.258
N 0.606 3.248 0.938
C 1.612 2.951 -0.073
C 2.751 2.071 0.463
C -0.388 4.201 0.389
C -1.393 3.539 -0.477
H 1.456 5.673 1.736
H 3.045 4.683 1.998
H 2.192 5.311 3.244
H 1.611 2.725 2.745
H 0.262 3.815 2.859
H 1.082 2.441 -0.878
H 1.987 3.898 -0.462
H 3.368 1.734 -0.370
H 3.369 2.674 1.129
H 2.407 1.229 1.064
H 0.076 5.100 -0.016
H -1.006 4.470 1.246
H -2.197 4.225 -0.742
H -1.896 2.769 0.108
H -1.111 3.037 -1.402
C -0.464 -3.219 3.171
C 0.610 -3.790 2.305
N 0.379 -3.359 0.925
C -0.521 -4.300 0.233
C -0.882 -3.794 -1.153
C 1.714 -3.273 0.277
C 2.420 -1.995 0.737
H -0.281 -3.278 4.244
H -1.395 -3.761 3.002
H -0.645 -2.163 2.969
H 1.531 -3.399 2.737
H 0.721 -4.861 2.472
H -0.221 -5.345 0.161
H -1.425 -4.297 0.842
H -0.081 -4.033 -1.854
H -1.831 -4.190 -1.515
H -0.912 -2.712 -1.278
H 1.681 -3.256 -0.812
H 2.388 -4.099 0.500
H 3.442 -2.047 0.360
H 2.442 -1.836 1.815
H 2.016 -1.161 0.164
C -4.190 -1.851 -0.901
C -4.488 -0.336 -0.844
O -5.287 0.149 -0.026
C -3.637 0.593 -1.681
H -4.895 -2.489 -0.367
H -3.263 -2.116 -0.394
H -4.178 -2.209 -1.930
H -4.252 0.770 -2.564
H -2.764 0.045 -2.037
H -3.303 1.507 -1.190
C -0.431 0.473 -3.763
C 0.896 -0.292 -3.808
O 1.051 -1.140 -4.673
C 1.991 -0.002 -2.812
H -1.244 -0.016 -4.299
H -0.339 1.448 -4.241
H -0.697 0.658 -2.722
H 1.574 -0.298 -1.850
H 2.182 1.071 -2.846
H 2.888 -0.598 -2.982
*
```



The following is a quantum chemistry calculation of a 3-piece molecular cluster, C18H44N4O7 overall, from the Open Molecules 2025 dataset.

Calculated values
E_tot = -39670.447 eV
SMILES = C[C@@H](O)CNCCO[C@@H](N)COCCC(=O)O.COC[C@@H](C)N.COC[C@@H](C)N
Highest occupied orbital energy = -8.671 eV
LUMO energy = 0.018 hartree
Relative energy (zero: lowest compared OMol25 entry of this formula, charge and spin) = 0.0 kJ/mol
Gap between HOMO and LUMO = 0.33634 Eh

Structure (ORCA input):
```
! RIJCOSX wB97M-V def2-TZVPD def2/J DEFGRID3
* xyz 0 1
C 7.225 -0.582 3.415
C 7.631 -0.665 1.953
O 7.530 -2.010 1.469
C 6.857 0.281 1.044
N 5.420 0.203 1.257
C 4.619 0.901 0.251
C 3.593 1.827 0.873
O 2.455 1.041 1.184
C 1.560 1.643 2.079
N 1.035 2.898 1.556
C 0.433 0.654 2.279
O 0.943 -0.580 2.738
C 0.008 -1.386 3.419
C -0.786 -2.286 2.449
C -0.063 -2.480 1.140
O -0.514 -2.177 0.077
O 1.178 -3.050 1.278
H 6.145 -0.691 3.531
H 7.733 -1.365 3.979
H 7.518 0.379 3.843
H 8.688 -0.403 1.862
H 6.822 -2.457 1.944
H 7.129 0.032 0.007
H 7.186 1.306 1.245
H 5.141 -0.770 1.286
H 4.057 0.179 -0.350
H 5.271 1.471 -0.417
H 4.004 2.258 1.797
H 3.314 2.631 0.185
H 2.073 1.808 3.038
H 1.289 3.677 2.151
H 0.022 2.890 1.512
H -0.048 0.502 1.302
H -0.296 1.060 2.991
H 0.559 -1.974 4.151
H -0.708 -0.754 3.957
H -1.754 -1.844 2.218
H -0.954 -3.268 2.897
H 1.203 -3.884 0.793
C -2.591 0.454 -0.187
O -3.798 1.181 -0.317
C -4.957 0.392 -0.515
C -5.579 -0.163 0.771
C -4.802 -1.320 1.389
N -5.788 0.867 1.791
H -2.592 -0.441 -0.815
H -2.398 0.163 0.849
H -1.780 1.107 -0.512
H -5.684 1.055 -0.989
H -4.738 -0.422 -1.220
H -6.567 -0.541 0.488
H -3.915 -0.962 1.913
H -5.424 -1.838 2.119
H -4.484 -2.039 0.632
H -6.421 1.578 1.438
H -4.905 1.348 1.941
C -2.264 1.874 -3.580
O -1.954 1.633 -4.939
C -1.679 0.284 -5.262
C -2.919 -0.591 -5.482
C -3.640 -0.981 -4.195
N -3.883 0.007 -6.406
H -1.701 1.200 -2.926
H -3.330 1.755 -3.373
H -1.984 2.902 -3.352
H -1.113 0.320 -6.196
H -1.029 -0.160 -4.495
H -2.555 -1.513 -5.947
H -4.234 -0.153 -3.807
H -4.323 -1.808 -4.388
H -2.933 -1.290 -3.421
H -3.449 0.145 -7.313
H -4.105 0.941 -6.073
*
```